The following is a DFT calculation (wB97M-V/def2-TZVPD) of a structure of composition C11H13ClO3SSr in a non-equilibrium geometry.

Computed properties:
Maximum force (eV Å⁻¹): 3.37
Spin multiplicity: 1
Gap between HOMO and LUMO (eV): 5.9
HOMO energy (eV): -0.79
Total charge: -2
Energy (eV): -41955.7745

Each line ends with the natural charge from an NBO analysis.
Cartesian coordinates (Å):
Sr -0.049 0.068 0.434  1.76
Cl 0.198 -2.147 1.636  -0.90
S -0.542 0.812 3.467  2.35
O -1.602 -0.169 3.137  -0.99
O -0.866 1.847 4.483  -1.03
O 0.047 1.400 2.264  -1.08
C 1.549 1.094 -1.674  -0.39
C 2.488 0.131 0.254  -0.44
C -1.479 0.168 -1.968  -0.36
C -1.709 -1.142 -1.395  -0.39
C 1.632 -0.337 -1.883  -0.37
C 2.075 1.392 -0.354  -0.43
C 2.208 -0.935 -0.699  -0.38
C -2.493 0.475 0.128  -0.44
C -2.342 -0.958 -0.103  -0.39
C -1.954 1.171 -1.037  -0.43
C 0.800 -0.243 4.397  -0.86
H 0.502 -1.304 4.475  0.24
H -1.775 2.258 -1.093  0.20
H 1.787 -0.208 3.903  0.22
H 0.930 0.137 5.427  0.20
H -0.938 0.370 -2.899  0.20
H -1.355 -2.103 -1.793  0.21
H 2.712 -0.016 1.330  0.22
H 2.265 -2.011 -0.486  0.23
H -2.532 -1.739 0.646  0.24
H 1.068 1.821 -2.338  0.20
H 1.244 -0.890 -2.742  0.20
H -2.793 0.933 1.082  0.23
H 1.995 2.359 0.172  0.21